# 1
49
Properties=species:S:1:pos:R:3:forces:R:3 method="wB97M-V/def2-TZVPD" homo_lumo_gap_ev=9.44 total_charge=0 smiles="CC(C)C[C@H]1CC[C@H](C(=O)COS(=O)(=O)c2ccccc2)CC1" e_tot_ha=-1400.5172 e_lumo_ha=0.0015 e_above_lowest_ev=0.281
O 2.3606 -2.8163 0.7223 -1.33 0.13 -1.08
O 0.6888 -1.8666 -2.5786 -1.78 -1.48 -0.40
O 0.4434 -4.2846 -3.0499 -1.82 1.66 0.68
O -0.7502 -3.2077 -0.9990 -0.13 0.20 -2.48
C 1.1959 -2.5231 0.4746 0.99 -0.71 2.36
C -4.1596 -2.0514 -4.6939 2.15 1.10 0.07
C -4.0798 -3.0695 -3.7617 -2.95 -0.52 0.76
C -2.9552 -1.3671 -5.0171 -2.35 -0.76 -1.71
C -2.9290 -3.3546 -3.0973 2.60 0.67 0.55
C -1.7527 -1.7704 -4.4728 -1.71 1.06 -1.01
C -1.7382 -2.6451 -3.4674 -0.81 -2.80 2.49
C 0.2564 -3.6513 -0.0846 0.41 1.31 -0.18
C 2.7747 4.1775 2.7651 -1.50 -1.62 2.34
C 1.1011 4.5602 1.0414 -0.65 0.54 -2.84
C 0.5819 -0.1078 0.1062 -2.51 -1.03 1.64
C 1.2678 -0.9075 2.5010 -0.38 0.98 -2.10
C 0.2160 1.1785 0.7617 -0.74 0.75 -0.03
C 0.9146 0.4720 2.9799 -0.92 1.18 1.74
C 0.3641 2.9268 2.6762 2.51 -0.48 0.64
C 0.6047 -1.2602 1.1445 1.17 0.19 -1.24
C 1.2823 4.1992 2.4579 -0.97 0.83 1.90
C 0.9815 1.6064 1.9816 -1.47 0.32 1.14
S -0.1992 -3.0373 -2.6179 2.88 0.19 1.48
H -5.0991 -1.7538 -5.1127 -0.26 -0.01 -0.28
H -5.0682 -3.5460 -3.4596 1.58 0.34 -0.38
H -2.9764 -0.6950 -5.9148 0.18 -0.44 1.22
H -2.8136 -4.0259 -2.2500 -0.50 -0.09 -0.29
H -0.9651 -1.3997 -4.9996 2.77 1.06 -0.49
H 0.8663 -4.4089 -0.5305 0.45 -0.50 -0.25
H -0.3093 -4.0743 0.7421 0.09 0.05 0.22
H 3.3436 3.5206 2.1773 0.68 -1.43 -0.72
H 2.7488 3.8714 3.8488 1.05 0.28 -0.90
H 3.2497 5.1086 2.6203 0.12 1.40 0.16
H 0.0397 4.4634 0.6521 1.06 0.33 0.60
H 1.6553 3.7442 0.5012 -0.34 0.87 0.03
H 1.4981 5.5544 0.6781 -0.24 -1.03 0.61
H -0.2527 -0.2990 -0.5701 0.18 -0.30 -0.24
H 1.4158 -0.1976 -0.4516 3.13 0.50 -1.85
H 2.3102 -0.8784 2.2760 1.02 -0.62 0.40
H 0.9397 -1.6192 3.2088 0.31 -1.00 0.89
H -0.8046 0.9672 1.0795 -0.40 0.40 0.29
H 0.1313 1.9806 0.0397 0.10 0.23 -0.32
H 1.5025 0.8154 3.8409 0.61 -0.56 -0.11
H -0.0648 0.5556 3.4789 -0.33 -0.58 -0.56
H -0.6057 3.1462 2.2741 -0.47 0.11 -0.49
H 0.1649 2.8087 3.7766 0.55 -0.35 -0.86
H -0.3908 -1.4838 1.2929 -2.47 -0.55 0.63
H 1.0022 4.9447 3.2883 -0.63 -0.50 -1.69
H 2.0126 1.7004 1.7410 1.07 0.68 -0.35



# 2
13
Properties=species:S:1:pos:R:3:forces:R:3 method="wB97M-V/def2-TZVPD" homo_lumo_gap_ev=8.09 total_charge=0 e_tot_ha=-1151.5097 e_lumo_ha=-0.0461 e_above_lowest_ev=3.244
C 0.6746 1.0445 0.0068 -0.04 -2.60 0.30
C -0.3347 0.0235 -0.6702 1.43 -0.57 0.86
C -0.2861 0.2939 0.7580 -1.69 1.10 2.53
C 0.2559 -1.3528 -1.0806 -2.43 2.98 -2.52
O -0.1835 -0.5150 1.8052 0.39 1.61 0.48
Cl -1.5957 0.6446 -1.6894 0.13 -0.05 0.21
Cl -1.7979 2.2040 1.7666 1.07 -1.51 -0.86
H 1.6207 0.5886 0.2424 0.79 0.34 -0.46
H 0.5930 2.0482 -0.1757 -0.24 2.25 -0.37
H 0.0532 -1.2875 -2.1807 1.07 -0.81 0.78
H -0.3510 -2.0695 -0.6811 -2.07 -2.06 0.78
H 1.1853 -1.6272 -0.7217 2.33 0.29 0.25
H 0.1661 0.0046 2.6205 -0.75 -0.96 -1.98



# 3
109
Properties=species:S:1:pos:R:3:forces:R:3 method="wB97M-V/def2-TZVPD" homo_lumo_gap_ev="2.40 / 7.21" total_charge=-3 e_tot_ha=-6762.4105 multiplicity=2 e_lumo_ha="0.1242 / 0.1236" s2=0.750
C -0.6258 2.5563 -1.1583 -0.82 -0.12 -0.51
C -1.6058 2.3027 -0.0233 2.42 -0.71 1.64
C -1.7755 0.7762 0.2363 -0.57 0.85 0.62
O -0.5659 0.2158 0.6820 -0.03 0.63 -0.72
C -0.5924 -1.1877 0.8341 0.02 0.57 0.97
N -0.9454 2.8973 1.3348 -1.86 -1.56 -2.10
H -0.1292 2.3718 1.6138 0.81 -0.34 -0.08
H -0.7226 3.8819 1.3019 -0.08 0.64 0.12
H -1.6234 2.6589 2.0444 -0.44 0.47 0.99
H -0.9393 3.4627 -1.6761 0.56 0.09 -0.06
H -0.7791 1.7278 -1.8499 0.07 0.10 -0.33
H 0.4368 2.5428 -0.9157 -0.21 0.26 0.29
H -2.5769 2.7703 -0.1853 0.19 0.05 0.28
H -2.1834 0.2748 -0.6414 0.31 0.06 -0.68
H -2.5977 0.6714 0.9442 0.15 -0.22 0.68
H -1.3060 -1.4452 1.6168 -0.43 -0.30 -0.23
H 0.3561 -1.4905 1.2777 0.16 0.08 -0.41
H -0.7894 -1.6522 -0.1320 -0.13 -0.38 -0.06
C 5.7604 -2.7824 1.0236 -0.94 -0.96 0.16
C 4.1449 -2.9506 1.0898 2.00 1.45 -0.34
C 3.5338 -4.1026 0.3197 -0.58 0.30 0.46
O 2.1053 -3.9086 0.3023 -0.05 -0.17 -1.22
C 1.3292 -4.7427 -0.6528 1.92 -0.13 1.28
N 3.5672 -2.9250 2.4920 1.01 -0.03 -1.37
H 4.0336 -3.5961 3.0854 -0.11 -0.17 0.35
H 3.6015 -2.0055 2.9084 -0.07 0.99 0.60
H 2.5798 -3.1320 2.4433 -1.06 -0.35 0.24
H 6.1798 -2.8857 0.0229 -0.82 -0.02 -0.45
H 6.3353 -3.5448 1.5493 -0.21 0.04 0.62
H 6.0737 -1.7762 1.3020 -0.32 -0.11 0.49
H 3.9290 -1.9822 0.6384 -0.99 -0.18 0.00
H 3.7407 -5.0222 0.8671 0.15 -0.45 -0.12
H 4.0390 -4.1233 -0.6459 -0.39 -0.10 -0.35
H 0.3587 -4.9482 -0.2012 0.08 0.33 -0.14
H 1.8941 -5.6688 -0.7590 -0.21 -0.39 0.13
H 1.3152 -4.3600 -1.6733 -0.28 0.63 0.17
C 0.6693 -1.2016 -3.0003 -0.17 -0.01 -0.01
C 2.2018 -1.0779 -3.0562 -0.93 1.66 -0.05
C 2.6997 -0.7378 -1.6747 1.00 0.68 -0.04
O 4.1287 -0.6329 -1.6132 -1.21 -1.84 -0.10
C 4.6817 0.5029 -2.2291 1.24 -0.46 0.50
N 2.8853 -2.2755 -3.6245 -1.27 0.81 1.44
H 3.8912 -2.2351 -3.5426 1.12 0.31 -0.48
H 2.6470 -3.0528 -3.0252 -0.35 -1.40 0.30
H 2.5094 -2.4480 -4.5459 0.21 -0.57 -1.15
H 0.2454 -1.5110 -3.9556 0.04 -0.42 0.12
H 0.1491 -0.2683 -2.7848 0.72 0.60 -0.16
H 0.3260 -1.7846 -2.1456 0.16 -0.75 -0.27
H 2.4342 -0.2653 -3.7445 0.07 0.14 0.05
H 2.3629 -1.4773 -0.9482 0.18 -0.12 0.10
H 2.2814 0.2298 -1.3974 -0.31 0.06 0.05
H 5.7406 0.2489 -2.1808 0.37 0.66 0.54
H 4.3976 1.3337 -1.5832 0.22 0.61 -0.80
H 4.5926 0.5927 -3.3118 -1.18 0.34 0.04
C -4.0173 -1.9012 -3.6142 0.26 -0.51 -0.88
C -4.5905 -1.4778 -2.3493 -0.55 0.08 4.00
O -4.1957 -1.6540 -1.2263 -0.28 0.11 -2.06
N -5.9997 -0.8509 -2.4224 0.96 -1.79 -0.05
H -5.9683 0.1399 -2.6162 0.47 1.73 0.91
H -6.2794 -1.0827 -3.3649 -1.12 -0.99 -0.16
C -6.9574 -1.2759 -1.2686 0.60 0.70 -2.26
H -4.0642 -1.0818 -4.3315 0.62 0.06 -0.07
H -4.5845 -2.7141 -4.0675 -0.54 -0.02 0.14
H -3.0546 -2.3752 -3.4227 0.25 0.72 -0.17
H -7.8688 -0.9921 -1.7948 -0.55 -0.16 1.04
H -6.7318 -0.7023 -0.3696 0.03 -0.03 -0.31
H -6.8714 -2.3551 -1.1419 0.04 0.25 0.07
P -5.2624 2.5526 -2.0331 0.67 4.54 0.59
F -3.8817 2.6548 -2.8597 0.23 0.03 0.55
F -4.7687 3.6383 -0.9627 0.60 -0.89 0.42
F -5.9203 3.8113 -2.8274 0.03 -0.09 -0.54
F -6.6337 2.3650 -1.2497 -1.40 -0.37 0.17
F -5.7646 1.6544 -3.2439 -1.31 -2.43 -1.44
F -4.7605 1.2882 -1.2066 1.07 -0.90 0.06
P -2.8186 2.2244 4.6827 0.46 -1.09 0.15
F -3.0774 2.8898 6.1240 0.67 0.64 -0.40
F -1.1660 1.9501 4.8616 -2.05 0.82 0.48
F -3.1264 0.8125 5.3192 0.50 -1.38 0.63
F -2.6930 1.5577 3.2276 0.15 -0.83 -1.55
F -4.4820 2.2457 4.3955 0.63 1.43 -0.16
F -2.4888 3.6185 3.9545 -0.70 0.47 0.68
P 2.1610 0.7278 3.3824 -1.91 1.48 3.06
F 2.7363 0.0888 2.0125 0.39 0.40 -0.34
F 3.6793 1.3854 3.7930 -1.63 -1.35 -1.01
F 1.6622 2.1473 2.7433 1.39 -0.85 -0.99
F 1.5641 1.2805 4.7850 1.17 -0.57 0.05
F 0.6795 0.1588 3.0798 0.56 -0.58 -0.61
F 2.5121 -0.7525 4.1170 0.81 0.76 -0.49
P 2.2199 3.1690 -4.6585 0.29 -0.02 -0.57
F 1.5745 1.8653 -5.4210 0.35 -0.07 -0.12
F 3.7038 2.4428 -4.7184 -0.50 0.67 -0.05
F 2.5063 3.8641 -6.1465 0.03 -0.44 1.07
F 2.8153 4.5031 -3.9052 -0.16 -1.36 -0.47
F 0.7527 3.8097 -4.6409 -0.02 0.15 0.32
F 1.9663 2.3696 -3.2414 0.08 0.73 -0.25
P -0.3156 -3.7372 4.6255 -1.31 1.61 0.04
F -1.6990 -4.1919 5.3723 0.41 0.21 0.42
F 0.2007 -5.2334 4.7309 0.91 -1.07 0.79
F -1.0155 -4.1568 3.2343 0.05 0.10 -1.02
F 1.0904 -3.3630 3.8388 0.17 -0.03 -0.42
F -0.8540 -2.2436 4.4470 -0.06 -0.14 -0.43
F 0.3653 -3.2399 5.9969 0.15 -1.08 0.26
P 0.8133 5.8878 2.7567 -1.17 2.59 0.39
F -0.0544 6.4221 4.0556 -0.09 -0.18 -0.17
F 0.5615 4.4349 3.1235 -0.58 -2.71 0.97
F -0.6197 5.9165 1.9163 0.20 -0.34 -0.50
F 1.5560 5.2888 1.3505 0.09 1.62 1.51
F 0.9674 7.4675 2.3418 1.16 -0.89 -0.39
F 2.0970 5.9303 3.7840 0.33 0.16 -1.89



# 4
115
Properties=species:S:1:pos:R:3:forces:R:3 method="wB97M-V/def2-TZVPD" homo_lumo_gap_ev=6.48 total_charge=-1 e_tot_ha=-3621.5082 e_lumo_ha=0.0542
O 9.9253 -2.4196 -4.7649 0.87 0.37 0.04
C 9.0466 -1.6393 -4.5403 -1.07 -1.70 -0.68
C 7.5865 -1.9646 -4.5868 1.07 1.31 0.31
C 6.9588 -0.8675 -4.1710 -0.96 -0.30 -0.33
C 5.4517 -0.7304 -4.0248 -1.00 0.14 1.45
O 5.0078 -1.2316 -2.9702 0.61 -0.28 0.12
O 4.7966 -0.1463 -4.8887 0.43 0.41 -1.18
C 7.9733 0.1684 -3.8377 -0.18 0.34 0.17
O 7.8705 1.2337 -3.3163 0.07 -0.28 -0.30
O 9.2324 -0.3320 -4.2080 0.11 0.09 0.37
H 7.1848 -2.9094 -4.8997 0.07 -0.18 0.00
C 3.4569 1.1276 -7.4081 0.02 -0.32 -0.37
C 2.2552 1.6836 -8.1296 0.65 -0.17 0.45
C 0.9954 1.6989 -7.3112 -0.26 0.14 -0.28
O -0.0247 1.6252 -8.3397 0.03 -0.06 -0.10
C 0.5226 0.9892 -9.3993 0.33 -0.11 0.05
O -0.0980 0.6091 -10.3461 -0.19 0.03 -0.09
O 1.8552 0.8417 -9.2416 -0.46 0.23 -0.09
H 3.7733 1.7927 -6.6078 -0.06 -0.05 0.07
H 3.2418 0.1520 -6.9752 -0.01 0.08 0.17
H 4.2888 0.9902 -8.1002 0.01 0.13 0.00
H 2.4807 2.6762 -8.5341 -0.14 -0.02 -0.07
H 0.8801 2.5964 -6.7240 -0.21 0.15 -0.15
H 0.8972 0.8289 -6.6671 0.08 -0.07 -0.04
C -2.0670 -0.4413 -3.6534 0.04 -0.08 -0.41
C -0.9191 0.4377 -3.2244 -0.46 -0.39 -0.05
C -1.2978 1.8619 -2.9237 -0.11 0.24 0.30
O -0.0734 2.5653 -3.1887 -0.03 -0.16 -0.06
C 0.6001 1.8391 -4.1169 0.03 -0.15 0.02
O 1.5509 2.2157 -4.7156 0.22 0.29 0.31
O 0.0197 0.6265 -4.2952 0.11 0.22 0.19
H -2.7489 -0.6174 -2.8212 0.05 0.03 0.04
H -2.6228 0.0163 -4.4742 0.00 0.09 0.06
H -1.6961 -1.4009 -4.0138 0.03 -0.03 0.13
H -0.3892 -0.0221 -2.3853 0.10 0.09 -0.02
H -1.6135 2.0111 -1.8948 0.18 0.08 0.03
H -2.0659 2.2459 -3.5969 -0.06 -0.11 -0.08
C -3.5718 3.9635 -10.0744 -0.20 0.31 0.19
C -3.0516 3.1643 -8.9062 -0.02 0.24 -0.63
C -3.7634 1.8583 -8.6683 0.16 -0.31 -0.12
O -3.5614 1.6656 -7.2628 -0.11 0.15 0.07
C -3.4180 2.8894 -6.7044 0.14 -0.05 -0.19
O -3.3996 3.0896 -5.5321 -0.04 0.09 0.27
O -3.2893 3.8446 -7.6556 0.00 -0.28 0.22
H -3.3396 3.4648 -11.0149 0.06 -0.04 0.04
H -4.6528 4.1003 -10.0052 -0.01 -0.08 0.01
H -3.1251 4.9576 -10.0843 0.11 -0.06 -0.05
H -1.9732 3.0139 -9.0026 -0.07 -0.12 0.10
H -3.3405 1.0330 -9.2365 0.12 -0.06 0.19
H -4.8389 1.9155 -8.8578 0.01 0.13 -0.04
C -2.2848 6.3203 0.9376 0.01 -0.08 0.39
C -2.1350 4.9540 0.3172 -0.04 0.60 0.11
C -3.3572 4.4521 -0.4082 -0.03 -0.02 -0.38
O -3.1983 3.0293 -0.3083 0.03 0.09 0.22
C -2.4774 2.7867 0.8141 0.04 0.06 0.03
O -2.3159 1.7097 1.2891 -0.03 -0.16 0.03
O -1.9698 3.9357 1.3222 -0.09 -0.22 -0.21
H -2.3561 7.0875 0.1672 0.03 -0.04 -0.04
H -3.1756 6.3686 1.5664 -0.04 -0.04 -0.07
H -1.4310 6.5432 1.5770 0.07 0.03 -0.11
H -1.2528 4.9294 -0.3285 -0.04 -0.10 -0.04
H -3.3922 4.7637 -1.4498 0.02 -0.22 -0.05
H -4.2936 4.7291 0.0824 0.08 0.07 0.09
C -3.2272 2.1735 4.4792 -0.21 0.30 0.16
C -2.6408 1.3233 5.5753 -0.23 0.29 -0.56
C -3.3528 0.0160 5.8096 0.13 -0.28 -0.05
O -3.0561 -0.2386 7.1931 -0.08 0.08 -0.09
C -2.8613 0.9635 7.7858 -0.01 0.07 -0.05
O -2.7768 1.1181 8.9618 -0.02 0.04 0.28
O -2.7824 1.9514 6.8675 0.08 -0.33 0.17
H -3.0670 1.7139 3.5047 0.09 -0.02 0.04
H -4.2993 2.3202 4.6275 0.00 -0.10 0.06
H -2.7696 3.1628 4.4782 0.12 -0.07 -0.08
H -1.5735 1.1672 5.3976 -0.01 -0.07 0.08
H -2.9827 -0.7897 5.1799 0.07 -0.08 0.17
H -4.4372 0.0913 5.6977 0.02 0.13 -0.05
C -4.8893 -2.9423 9.1217 -0.34 0.21 0.00
C -5.1561 -4.2686 8.4574 0.19 0.53 0.29
C -4.4290 -4.4794 7.1539 0.19 -0.23 -0.07
O -5.2931 -5.4017 6.4768 -0.06 0.11 0.08
C -6.5500 -5.1964 6.9494 -0.05 0.06 0.05
O -7.5319 -5.6644 6.4780 -0.10 -0.06 -0.07
O -6.5269 -4.3779 8.0336 0.13 -0.25 -0.19
H -3.8638 -2.8889 9.4860 -0.01 -0.04 0.01
H -5.0574 -2.1157 8.4295 0.08 -0.05 -0.08
H -5.5670 -2.7946 9.9624 0.10 -0.09 0.09
H -4.9585 -5.0857 9.1574 0.01 -0.06 -0.08
H -3.4361 -4.9040 7.2828 -0.07 -0.16 -0.10
H -4.3566 -3.5694 6.5530 -0.04 0.08 0.12
C -2.5550 1.8098 13.7160 0.02 -0.07 0.37
C -2.4020 0.4596 13.0622 -0.07 0.54 0.19
C -3.6190 -0.0220 12.3181 -0.08 0.00 -0.47
O -3.4612 -1.4474 12.3816 0.05 0.07 0.15
C -2.7486 -1.7227 13.5032 0.02 0.04 0.07
O -2.5921 -2.8094 13.9526 0.00 -0.13 0.04
O -2.2417 -0.5830 14.0424 -0.06 -0.19 -0.25
H -2.6228 2.5956 12.9641 0.02 -0.05 -0.05
H -3.4488 1.8419 14.3412 -0.04 -0.04 -0.07
H -1.7045 2.0170 14.3655 0.06 0.03 -0.10
H -1.5171 0.4525 12.4198 -0.05 -0.08 -0.06
H -3.6472 0.3191 11.2849 0.06 -0.21 -0.06
H -4.5580 0.2420 12.8119 0.09 0.07 0.12
C 10.7489 -6.0834 -2.1317 -0.06 0.34 0.04
C 9.8790 -6.6097 -3.2461 0.34 0.17 0.43
C 10.6268 -7.0421 -4.4828 0.03 -0.26 -0.16
O 9.6423 -6.8604 -5.5062 0.03 0.05 0.16
C 8.8017 -5.8768 -5.0784 -0.03 0.34 0.04
O 7.9860 -5.3473 -5.7535 -0.11 -0.06 -0.13
O 9.0342 -5.5808 -3.7746 -0.05 -0.31 -0.22
H 11.3502 -6.8842 -1.6996 -0.04 -0.04 -0.03
H 11.4139 -5.2987 -2.4948 -0.01 -0.04 -0.08
H 10.1351 -5.6419 -1.3469 -0.02 -0.10 0.03
H 9.2342 -7.4123 -2.8734 0.00 -0.04 -0.09
H 10.9551 -8.0791 -4.4424 -0.13 -0.03 -0.16
H 11.4822 -6.4009 -4.7096 -0.02 0.07 0.14



# 5
8
Properties=species:S:1:pos:R:3:forces:R:3 method="wB97M-V/def2-TZVPD" homo_lumo_gap_ev=10.32 total_charge=0 smiles="O=C(S)C(Cl)Cl" e_tot_ha=-1471.2032 e_lumo_ha=-0.0082 e_above_lowest_ev=0.291
C 0.3297 0.5292 0.0206 1.86 2.90 -0.92
C -0.0325 -0.8537 -0.3877 -0.98 -2.35 0.15
H -0.0436 2.1492 1.5511 0.65 1.26 0.09
H 0.1646 -1.6083 0.4260 -0.10 1.05 -0.70
O 1.1592 1.2527 -0.5553 -2.31 -2.15 1.53
S -0.5630 0.9682 1.4628 -0.66 -0.90 0.22
Cl 0.8180 -1.3479 -1.7911 0.74 -0.31 -0.80
Cl -1.8324 -1.0893 -0.7264 0.80 0.50 0.42



# 6
24
Properties=species:S:1:pos:R:3:forces:R:3 method="wB97M-V/def2-TZVPD" homo_lumo_gap_ev=7.88 total_charge=0 smiles="CC(C)=O.C=CC.NO" e_tot_ha=-442.7011 e_lumo_ha=-0.0035 e_above_lowest_ev=4.901
C 1.1085 -0.2675 -1.3920 3.37 -2.53 -0.31
C 1.6942 0.7493 -2.3282 -0.45 0.93 0.53
C 0.1405 -1.2502 -2.0020 -0.81 0.54 0.57
O 1.7907 -0.6213 -0.3966 -1.16 1.50 -1.50
H 0.9465 -1.0625 0.6211 -2.74 -1.09 2.12
H -0.2932 0.6112 -0.1891 -0.90 0.25 1.53
H 2.3274 1.4531 -1.7880 -0.05 -0.06 -0.01
H 0.9086 1.2903 -2.8528 0.01 0.06 -0.09
H 2.3098 0.2485 -3.0766 -0.10 -0.26 0.07
H -0.4484 -1.7172 -1.2164 -0.08 -0.12 0.00
H 0.7117 -2.0307 -2.5100 0.20 0.16 0.11
H -0.5059 -0.7712 -2.7335 -0.09 -0.01 0.00
C -2.2505 0.4829 0.8815 0.05 -0.29 0.14
C -0.7973 0.8253 0.8086 0.35 1.48 -1.46
N 0.3236 -1.3341 2.5991 0.18 -0.37 -0.07
C -0.1672 1.6565 1.6427 -0.17 -0.33 -0.09
O -0.0060 -1.2698 1.2173 2.28 -0.36 -1.15
H -0.5009 -1.7487 3.0416 0.24 0.18 -0.24
H 0.3743 -0.3686 2.9267 -0.20 0.19 -0.04
H -2.6166 0.5299 1.9091 0.05 0.10 -0.02
H -2.8493 1.1654 0.2754 0.02 -0.01 -0.04
H -2.4129 -0.5351 0.5314 -0.06 -0.02 -0.07
H -0.6623 2.0593 2.5150 -0.06 -0.09 0.17
H 0.8747 1.9052 1.5154 0.11 0.17 -0.15